w | Here is a 2-piece molecular cluster, C4H7NO overall from the OMol25 dataset. Energies are from wB97M-V/def2-TZVPD.

Last column: Mulliken charge in e.
Positions of all 13 atoms, in Å:
1 C -1.130 -1.754 0.915  -0.69
2 O 0.142 -1.145 1.169  -0.34
3 C 0.545 -0.211 0.305  -0.27
4 C 0.872 2.011 -0.104  -0.75
5 C 1.290 1.426 -1.327  0.50
6 N 1.520 0.603 -2.123  -0.53
7 H -1.201 -2.119 -0.119  0.35
8 H -1.215 -2.610 1.590  0.23
9 H -1.928 -1.037 1.114  0.32
10 H 1.619 -0.185 0.256  0.35
11 H -0.114 -0.071 -0.534  0.32
12 H 1.689 2.504 0.433  0.25
13 H 0.018 2.687 -0.212  0.26

Computed properties:
HOMO-LUMO gap, eV: 9.14
Spin multiplicity: 1
Molecular weight, g mol⁻¹: 85.11
E_LUMO, eV: 0.3

---

x | Here is a 2-piece molecular cluster, C4H7NO overall from the OMol25 dataset. Energies are from wB97M-V/def2-TZVPD.

Last column: Mulliken charge in e.
Positions of all 13 atoms, in Å:
1 O 2.537 -0.137 -0.707  -0.30
2 N 1.880 0.815 -0.332  -0.22
3 C 0.491 0.526 -0.238  0.17
4 C -0.266 -0.540 -0.543  -0.28
5 C -1.525 0.116 -0.026  -0.45
6 C -0.646 1.372 0.278  -0.38
7 H -0.061 -1.506 -0.991  0.49
8 H -2.324 0.261 -0.760  0.27
9 H -1.943 -0.364 0.865  0.21
10 H -0.890 2.247 -0.333  0.22
11 H -0.593 1.667 1.330  0.25
12 H 1.896 -2.022 0.516  -0.23
13 H 1.445 -2.435 0.942  0.24

Computed properties:
HOMO-LUMO gap (spin up / spin down), eV: 8.45 / 8.45
Spin multiplicity: 1
Molecular weight, g mol⁻¹: 85.11
SMILES string: O=NC1=CCC1.[H][H]
E_LUMO (spin up / spin down), eV: -0.7 / -0.7

---

Most stable to least stable, the ends of the list are w and x.

---

w | Here is one molecule with the formula C4H7NO from the OMol25 dataset. Energies are from wB97M-V/def2-TZVPD.

Last column: Mulliken charge in e.
Positions of all 13 atoms, in Å:
1 N 1.622 -1.136 -1.967  -0.44
2 C 1.278 -0.230 -1.334  0.25
3 C 0.812 0.888 -0.508  -0.35
4 C -0.648 0.705 -0.066  -0.62
5 C -0.879 -0.643 0.602  -0.50
6 O 0.088 -0.795 1.626  -0.51
7 H 1.458 0.938 0.373  0.25
8 H 0.934 1.818 -1.073  0.31
9 H -0.889 1.512 0.635  0.31
10 H -1.323 0.799 -0.924  0.31
11 H -1.899 -0.679 1.014  0.30
12 H -0.789 -1.440 -0.149  0.38
13 H 0.234 -1.736 1.772  0.30

Computed properties:
HOMO-LUMO gap, eV: 11.59
Spin multiplicity: 1
Molecular weight, g mol⁻¹: 85.11
SMILES string: N#CCCCO
E_LUMO, eV: 0.8

---

x | Here is a 2-piece molecular cluster, C4H7NO overall from the OMol25 dataset. Energies are from wB97M-V/def2-TZVPD.

Last column: Mulliken charge in e.
Positions of all 13 atoms, in Å:
1 O 2.847 -1.674 -0.391  -0.43
2 C 1.771 -1.151 -0.478  0.08
3 N 1.087 -0.614 0.639  -0.63
4 C -0.040 -0.117 0.341  0.57
5 C -1.325 0.239 0.907  -0.43
6 C -1.156 -0.058 -0.609  -0.43
7 H 1.229 -1.065 -1.446  0.27
8 H -1.700 -0.511 1.596  0.24
9 H -1.597 1.266 1.147  0.22
10 H -1.315 0.807 -1.253  0.22
11 H -1.453 -1.007 -1.048  0.29
12 H 1.120 1.745 0.413  0.06
13 H 0.533 2.139 0.183  -0.01

Computed properties:
HOMO-LUMO gap, eV: 9.83
Spin multiplicity: 1
Molecular weight, g mol⁻¹: 85.11
SMILES string: O=CN=C1CC1.[H][H]
E_LUMO, eV: 0.1

---

y | Here is one molecule with the formula C4H7NO from the OMol25 dataset. Energies are from wB97M-V/def2-TZVPD.

Last column: Mulliken charge in e.
Positions of all 13 atoms, in Å:
1 C 0.025 1.825 -0.091  -1.23
2 C 0.475 0.384 -0.230  -0.03
3 C 0.415 -1.561 1.352  -0.55
4 O -0.766 -1.796 0.755  -0.20
5 C -0.965 -1.414 -0.560  0.15
6 N -0.426 -0.390 -1.049  -0.43
7 H -0.060 2.311 -1.065  0.34
8 H 0.751 2.365 0.525  0.34
9 H -0.948 1.860 0.410  0.29
10 H 1.486 0.302 -0.642  0.39
11 H 0.541 0.006 0.843  0.30
12 H 1.203 -1.774 0.587  0.23
13 H -1.714 -2.013 -1.071  0.39

Computed properties:
HOMO-LUMO gap, eV: 9.41
Spin multiplicity: 1
Molecular weight, g mol⁻¹: 85.11
E_LUMO, eV: 0.4

---

z | Here is C4H7NO as an isolated structure from the OMol25 dataset. Energies are from wB97M-V/def2-TZVPD.

Last column: Mulliken charge in e.
Positions of all 13 atoms, in Å:
1 N -1.454 1.500 0.877  -0.65
2 C -0.307 1.076 1.118  0.57
3 O 0.521 0.946 2.071  -0.51
4 C 0.692 0.411 0.316  -0.31
5 C -0.123 -0.704 -1.344  -1.13
6 C 0.629 -1.003 -0.047  -0.18
7 H -0.967 0.005 -1.180  0.38
8 H -1.882 1.861 1.718  0.25
9 H 1.443 1.010 -0.199  0.35
10 H -0.618 -1.627 -1.555  0.34
11 H 0.488 -0.383 -2.179  0.33
12 H 1.581 -1.501 -0.219  0.28
13 H -0.002 -1.592 0.621  0.28

Computed properties:
HOMO-LUMO gap, eV: 10.33
Spin multiplicity: 1
Molecular weight, g mol⁻¹: 85.11
E_LUMO, eV: 0.5

---

Most stable to least stable, the ends of the list are w and y.

---

w | Here is C4H7NO as an isolated structure from the OMol25 dataset. Energies are from wB97M-V/def2-TZVPD.

Last column: Mulliken charge in e.
Positions of all 13 atoms, in Å:
1 O 1.926 0.689 0.461  -0.55
2 C 0.947 0.368 -0.485  0.21
3 C 0.295 -1.036 -0.344  -0.74
4 C -1.044 -0.413 0.002  -0.03
5 N -0.761 0.589 1.016  -0.49
6 C -0.353 1.223 -0.228  -0.80
7 H 1.467 0.680 1.317  0.37
8 H 1.377 0.549 -1.472  0.42
9 H 0.714 -1.659 0.452  0.27
10 H 0.279 -1.592 -1.286  0.28
11 H -2.018 -0.900 0.054  0.49
12 H -1.622 1.018 1.348  0.33
13 H -1.227 0.353 -0.964  0.23

Computed properties:
HOMO-LUMO gap, eV: 9.46
Spin multiplicity: 1
Molecular weight, g mol⁻¹: 85.11
E_LUMO, eV: 0.8

---

x | Here is a 2-piece molecular cluster, C4H7NO overall from the OMol25 dataset. Energies are from wB97M-V/def2-TZVPD.

Last column: Mulliken charge in e.
Positions of all 13 atoms, in Å:
1 C -1.820 0.792 -0.525  -0.88
2 C 0.424 -1.695 0.239  -0.40
3 O 0.997 -0.819 0.972  -0.22
4 C 1.597 0.306 0.595  -0.25
5 C 1.683 0.594 -0.771  0.31
6 N 1.695 0.750 -1.928  -0.45
7 H -2.509 1.629 -0.387  0.31
8 H -1.215 0.956 -1.420  0.23
9 H -2.394 -0.133 -0.627  0.24
10 H 0.401 -1.572 -0.840  0.36
11 H -0.011 -2.527 0.774  0.27
12 H 2.016 0.884 1.401  0.37
13 H -1.163 0.727 0.349  0.13

Computed properties:
HOMO-LUMO gap (spin up / spin down), eV: 8.36 / 7.70
Spin multiplicity: 1
Molecular weight, g mol⁻¹: 85.11
E_LUMO (spin up / spin down), eV: -0.1 / -0.6

---

y | Here is one molecule with the formula C4H7NO from the OMol25 dataset. Energies are from wB97M-V/def2-TZVPD.

Last column: Mulliken charge in e.
Positions of all 13 atoms, in Å:
1 C 0.285 -2.282 -0.538  -0.47
2 N -0.118 -1.025 -0.511  -0.08
3 C 0.613 0.091 -0.694  -0.57
4 C 0.316 1.322 0.039  0.09
5 C -0.849 1.553 0.903  -0.38
6 O 0.409 1.306 1.491  -0.42
7 H 1.350 -2.465 -0.518  0.22
8 H -0.433 -3.084 -0.612  0.25
9 H -1.116 -0.878 -0.370  0.27
10 H 1.636 -0.089 -1.010  0.32
11 H 0.790 2.211 -0.377  0.37
12 H -1.236 2.568 1.019  0.24
13 H -1.604 0.778 1.060  0.19

Computed properties:
HOMO-LUMO gap (spin up / spin down), eV: 7.90 / 7.90
Spin multiplicity: 1
Molecular weight, g mol⁻¹: 85.11
E_LUMO (spin up / spin down), eV: 0.9 / 0.9

---

z | Here is one molecule with the formula C4H7NO from the OMol25 dataset. Energies are from wB97M-V/def2-TZVPD.

Last column: Mulliken charge in e.
Positions of all 13 atoms, in Å:
1 O -1.204 -2.776 1.013  -0.62
2 C -0.519 -1.900 0.483  -0.09
3 C -0.980 -0.707 -0.064  -0.66
4 N 0.021 0.215 -0.627  0.03
5 C 1.172 0.718 0.166  -0.35
6 C 0.081 1.636 -0.234  -0.39
7 H 0.602 -2.039 0.402  0.23
8 H -1.965 -0.282 -0.002  0.40
9 H -0.113 -0.273 -1.518  0.40
10 H 2.143 0.794 -0.312  0.25
11 H 1.167 0.338 1.186  0.29
12 H -0.664 1.899 0.514  0.26
13 H 0.259 2.376 -1.008  0.26

Computed properties:
HOMO-LUMO gap, eV: 7.61
Spin multiplicity: 1
Molecular weight, g mol⁻¹: 85.11
SMILES string: [O-]/C=C/[NH+]1CC1
E_LUMO, eV: 0.4

---

Most stable to least stable, the ends of the list are y and w.

---

w | Here is C4H7NO as an isolated structure from the OMol25 dataset. Energies are from wB97M-V/def2-TZVPD.

Last column: Mulliken charge in e.
Positions of all 13 atoms, in Å:
1 C -0.373 -1.276 -1.672  -0.70
2 C -0.085 0.913 -0.061  -0.65
3 C 0.125 1.330 1.363  -0.17
4 N 0.805 0.015 1.583  -0.47
5 C 0.424 -0.289 0.267  0.59
6 O 0.505 -1.438 -0.408  -0.40
7 H -0.131 -0.438 -2.359  0.27
8 H -0.146 -2.211 -2.152  0.26
9 H -1.440 -1.171 -1.418  0.34
10 H -0.047 1.504 -0.957  0.27
11 H -0.788 1.429 1.962  0.21
12 H 0.782 2.182 1.530  0.22
13 H 0.520 -0.561 2.366  0.23

Computed properties:
HOMO-LUMO gap, eV: 9.08
Spin multiplicity: 1
Molecular weight, g mol⁻¹: 85.11
E_LUMO, eV: 1.1

---

x | Here is one molecule with the formula C4H7NO from the OMol25 dataset. Energies are from wB97M-V/def2-TZVPD.

Last column: Mulliken charge in e.
Positions of all 13 atoms, in Å:
1 C -2.024 -0.556 0.615  -0.95
2 C -0.549 -0.635 0.525  0.03
3 N 0.058 0.479 0.501  -0.54
4 C 0.860 0.517 -0.707  -0.44
5 C 2.240 0.768 -0.238  0.05
6 O 3.101 -0.076 -0.308  -0.47
7 H -2.486 -1.033 1.467  0.31
8 H -2.363 -1.027 -0.320  0.24
9 H -2.260 0.510 0.546  0.33
10 H -0.074 -1.568 0.174  0.44
11 H 0.815 -0.405 -1.305  0.39
12 H 0.331 1.305 -1.261  0.28
13 H 2.352 1.721 0.312  0.32

Computed properties:
HOMO-LUMO gap, eV: 9.82
Spin multiplicity: 1
Molecular weight, g mol⁻¹: 85.11
SMILES string: C/C=N/CC=O
E_LUMO, eV: 0.8

---

Most stable to least stable, the ends of the list are x and w.